The following is a DFT calculation (the ωB97M-V functional and the def2-TZVPD basis) of 4 unconnected molecules or ions with the total composition C9H32B2N9O7.

XYZ file:
```
59
Properties=species:S:1:pos:R:3:nbo_charge:R:1
C -2.128 3.426 -0.644 -0.665
C -1.828 2.744 0.845 0.098
O -3.087 2.285 1.467 -0.777
C -0.772 1.461 0.729 -0.075
O 0.571 1.904 0.242 -0.763
B 1.233 0.770 -0.448 0.384
C 0.667 0.564 -2.013 -1.070
B 1.000 1.847 -2.995 1.201
O 0.314 3.155 -2.987 -0.970
O 2.074 1.657 -4.028 -0.959
C 2.867 0.905 -0.578 -0.688
C 3.705 0.578 0.791 0.429
N 2.889 -0.007 1.922 -0.855
N 4.922 -0.231 0.392 -0.881
N 4.247 1.926 1.310 -0.866
H -2.347 2.548 -1.408 0.215
H -1.137 4.019 -0.929 0.229
H -2.983 4.226 -0.610 0.192
H -1.405 3.615 1.534 0.155
H -3.714 1.977 0.748 0.493
H -0.676 1.032 1.823 0.178
H -1.260 0.670 0.013 0.185
H 0.949 -0.208 0.144 -0.085
H -0.499 0.393 -2.053 0.227
H 1.156 -0.413 -2.456 0.196
H 0.841 3.729 -2.344 0.492
H 2.726 1.027 -3.596 0.482
H 3.174 1.997 -0.919 0.183
H 3.192 0.155 -1.448 0.172
H 3.461 -0.074 2.817 0.363
H 2.489 -0.950 1.684 0.365
H 5.293 0.245 -0.474 0.348
H 4.663 -1.198 0.054 0.340
H 3.399 2.532 1.389 0.375
H 4.854 2.259 0.528 0.341
C -6.477 1.236 1.320 0.771
O -5.337 0.985 0.964 -0.663
N -7.561 0.662 0.765 -0.845
N -6.762 2.112 2.302 -0.845
H -8.503 0.864 1.054 0.381
H -7.403 -0.005 0.022 0.408
H -5.983 2.572 2.753 0.423
H -7.699 2.323 2.600 0.379
C -0.542 -2.838 -1.257 0.768
O -0.430 -2.084 -0.305 -0.641
N -1.727 -3.125 -1.829 -0.848
N 0.508 -3.457 -1.829 -0.845
H -1.825 -3.746 -2.614 0.377
H -2.549 -2.686 -1.438 0.410
H 1.422 -3.276 -1.437 0.408
H 0.422 -4.080 -2.614 0.379
C 2.266 -4.795 1.610 0.764
O 1.255 -5.476 1.562 -0.673
N 2.320 -3.530 1.151 -0.860
N 3.426 -5.242 2.125 -0.850
H 3.150 -2.964 1.188 0.386
H 1.475 -3.145 0.753 0.438
H 3.441 -6.186 2.484 0.400
H 4.263 -4.685 2.167 0.386
```

Summary:
Net charge = -1
F_max = 2.869 eV/A
HOMO-LUMO gap = 6.32 eV

***

The following is a DFT calculation (the ωB97M-V functional and the def2-TZVPD basis) of a molecular structure, C26H22Cl5CrFN10.

XYZ file:
```
65
Properties=species:S:1:pos:R:3:nbo_charge:R:1
Cr -0.035 -0.232 0.488 1.267
C -0.731 -2.870 3.132 -0.599
C -2.051 -3.418 2.592 -0.243
C -1.837 -4.773 1.912 -0.596
C -2.880 -2.460 1.745 0.082
C -4.223 -2.328 2.089 -0.236
C -5.092 -1.534 1.361 -0.193
C -4.614 -0.835 0.268 -0.217
C -3.275 -0.916 -0.095 0.009
C -2.781 -0.075 -1.254 -0.239
C -3.170 1.398 -1.102 -0.606
C -3.265 -0.616 -2.600 -0.595
C -2.419 -1.745 0.634 0.089
N -1.045 -1.834 0.238 -0.714
C -0.783 -2.873 -0.671 0.072
C -1.783 -3.576 -1.348 -0.200
C -1.486 -4.604 -2.232 -0.231
C -0.173 -4.975 -2.470 -0.237
C 0.844 -4.312 -1.793 -0.259
C 0.523 -3.302 -0.913 0.349
F 1.528 -2.712 -0.230 -0.310
H -0.315 -3.586 3.845 0.201
H -0.876 -1.926 3.655 0.214
H 0.005 -2.716 2.343 0.218
H -2.684 -3.609 3.464 0.195
H -1.156 -4.697 1.065 0.212
H -2.777 -5.192 1.548 0.203
H -1.401 -5.477 2.624 0.201
H -4.588 -2.857 2.961 0.202
H -6.128 -1.444 1.659 0.204
H -5.282 -0.196 -0.295 0.205
H -1.686 -0.130 -1.265 0.191
H -4.242 1.536 -1.259 0.194
H -2.650 1.993 -1.856 0.202
H -2.918 1.779 -0.112 0.249
H -4.352 -0.721 -2.592 0.201
H -2.831 -1.590 -2.838 0.216
H -3.001 0.076 -3.402 0.205
H -2.817 -3.318 -1.157 0.225
H -2.296 -5.118 -2.733 0.208
H 0.064 -5.768 -3.165 0.209
H 1.886 -4.570 -1.918 0.227
N 0.755 0.345 3.726 -0.587
C 1.759 -0.011 2.858 0.469
N 3.029 -0.036 3.188 -0.385
N 3.655 -0.403 2.037 -0.067
N 2.823 -0.585 1.096 -0.115
N 1.561 -0.363 1.579 -0.465
C -0.503 0.702 3.296 0.463
N -1.403 1.281 4.060 -0.385
N -2.462 1.462 3.228 -0.071
N -2.208 1.017 2.060 -0.124
N -0.947 0.505 2.057 -0.474
H 1.051 0.742 4.602 0.425
Cl 0.821 -0.437 -2.117 0.069
C 1.271 1.175 -1.563 -0.055
C 0.685 1.546 -0.370 -0.414
C 1.022 2.803 0.101 0.049
Cl 0.319 3.383 1.579 0.036
C 1.917 3.628 -0.586 -0.112
Cl 2.316 5.194 0.020 0.040
C 2.496 3.192 -1.779 -0.074
Cl 3.610 4.197 -2.628 0.042
C 2.171 1.938 -2.288 -0.083
Cl 2.861 1.354 -3.754 0.044
```

Summary:
Net charge = -1
F_max = 0.724 eV/A
HOMO-LUMO gap (spin up / spin down) = 7.44 / 7.99 eV
Spin multiplicity = 2

***

The following is a DFT calculation (the ωB97M-V functional and the def2-TZVPD basis) of a single C3H3Cl2N3O molecule.

XYZ file:
```
12
Properties=species:S:1:pos:R:3:nbo_charge:R:1
C -1.612 0.429 1.126 0.092
C -0.527 0.876 0.319 0.000
C 0.846 0.136 -0.018 -0.295
N -0.829 1.272 1.726 -0.266
N 1.138 -0.808 0.915 -0.109
N 1.840 -0.624 1.897 0.334
O 2.019 -1.276 2.845 -0.304
Cl -0.699 2.071 -0.977 -0.051
Cl -0.114 -2.325 0.734 -0.151
H -2.334 -0.267 1.091 0.226
H 0.702 -0.219 -1.068 0.256
H 1.540 1.067 0.071 0.267
```

Summary:
Net charge = 0
F_max = 5.655 eV/A
HOMO-LUMO gap (spin up / spin down) = 8.69 / 8.69 eV

***

The following is a DFT calculation (the ωB97M-V functional and the def2-TZVPD basis) of 3 unconnected molecules or ions with the total composition C4H11NO5.

XYZ file:
```
21
Properties=species:S:1:pos:R:3:nbo_charge:R:1
O -0.357 2.365 0.505 -0.596
C 0.243 1.298 0.636 0.667
N 0.305 0.884 1.963 -0.655
C 0.505 -0.474 2.311 0.509
O 0.043 -0.834 3.370 -0.568
C 1.119 0.845 -0.500 -0.531
C 0.183 0.826 -1.785 -0.075
O -0.171 -0.504 -2.018 -0.752
H 0.001 1.499 2.704 0.434
H 1.165 -1.175 1.799 0.192
H 1.609 -0.134 -0.473 0.248
H 1.835 1.638 -0.672 0.257
H -0.591 1.608 -1.611 0.213
H 0.704 1.313 -2.635 0.171
H -0.911 -0.616 -2.634 0.495
H -1.789 -0.544 -0.932 0.463
H -2.180 -0.217 0.534 0.472
O -2.481 -0.684 -0.258 -0.948
H 0.218 -1.898 -0.726 0.493
H -0.020 -2.976 0.312 0.483
O 0.571 -2.222 0.109 -0.973
```

Summary:
Net charge = 0
F_max = 4.025 eV/A
HOMO-LUMO gap = 10.33 eV

***

Result set for ΔE to the lowest compared entry with this formula, charge and spin: 92.1, 0.0, 82.3, 49.2 kcal per mole, one per record in the order listed.